Molecular formula: C12H34N8O20
Method: DFT, ωB97M-V with the def2-TZVPD basis set

```
! RIJCOSX wB97M-V def2-TZVPD def2/J DEFGRID3
* xyz 0 1
C -10.184 21.332 -6.660
O -9.998 22.250 -7.678
H -11.011 20.747 -7.061
H -9.298 20.745 -6.417
H -10.340 21.770 -5.674
H -9.057 22.433 -7.726
C -14.513 20.798 -3.704
N -13.401 19.915 -4.248
O -13.206 18.793 -3.821
O -12.770 20.358 -5.206
H -14.175 21.135 -2.724
H -15.448 20.256 -3.561
H -14.739 21.668 -4.321
C -8.185 24.948 -5.349
N -7.227 23.997 -6.039
O -7.541 23.478 -7.116
O -6.122 23.817 -5.498
H -7.789 25.963 -5.381
H -8.334 24.570 -4.338
H -9.144 24.832 -5.854
C -5.072 20.876 -6.428
N -6.524 20.575 -6.476
O -7.192 20.477 -5.451
O -6.981 20.361 -7.595
H -4.748 21.506 -7.257
H -4.438 19.990 -6.438
H -4.971 21.404 -5.479
C -11.241 23.195 -10.344
N -12.135 23.395 -11.482
O -12.225 24.505 -11.956
O -12.637 22.377 -11.949
H -11.078 22.179 -9.986
H -11.490 23.888 -9.540
H -10.305 23.635 -10.688
C -9.892 19.587 -3.187
N -9.915 21.027 -2.760
O -10.814 21.351 -1.967
O -9.004 21.791 -3.062
H -10.050 19.553 -4.265
H -10.705 19.080 -2.669
H -8.938 19.201 -2.828
C -5.979 22.374 -10.075
N -5.071 23.558 -9.920
O -4.415 23.625 -8.882
O -5.078 24.379 -10.839
H -5.434 21.435 -10.170
H -6.525 22.532 -11.005
H -6.699 22.319 -9.258
C -12.848 23.464 -6.215
N -13.673 24.558 -6.706
O -13.183 25.593 -7.159
O -14.840 24.510 -6.465
H -13.198 22.494 -6.569
H -12.760 23.498 -5.129
H -11.847 23.603 -6.624
C -9.537 18.898 -9.226
N -8.118 18.503 -9.643
O -7.730 17.393 -9.321
O -7.432 19.350 -10.156
H -9.718 18.418 -8.264
H -10.234 18.412 -9.908
H -9.567 19.986 -9.275
C -15.264 23.562 -9.558
O -14.289 22.624 -9.125
C -14.658 21.442 -8.906
O -15.812 20.998 -9.093
O -13.556 20.777 -8.412
C -13.614 19.501 -7.882
H -16.248 23.366 -9.132
H -15.317 23.680 -10.640
H -14.944 24.481 -9.067
H -12.590 19.177 -7.697
H -14.121 18.888 -8.627
H -14.135 19.426 -6.927
*
```

Values from the calculation:
SMILES: C[N+](=O)[O-].C[N+](=O)[O-].C[N+](=O)[O-].C[N+](=O)[O-].C[N+](=O)[O-].C[N+](=O)[O-].C[N+](=O)[O-].C[N+](=O)[O-].COC(=O)OC.CO
highest occupied orbital energy: -10.771 eV
frontier orbital gap: 0.3676 hartree

Atomic partial charges in e from the Mulliken method, atoms 1 to 2: -0.449, 0.211

Molecular formula: C2H14N2O3
Method: DFT, ωB97M-V with the def2-TZVPD basis set

```
! RIJCOSX wB97M-V def2-TZVPD def2/J DEFGRID3
* xyz 1 2
C -0.702 -1.225 2.367
N -0.356 -0.288 1.370
C 0.055 -0.975 0.078
N 0.760 -0.004 -0.928
H -0.687 -0.951 3.458
H 0.014 -2.015 2.157
H -1.738 -1.625 2.280
H 0.456 0.242 1.734
H 0.954 -1.676 0.320
H -0.635 -1.623 -0.508
H 1.338 0.473 -0.218
H 0.034 0.580 -1.295
H -2.192 3.276 -2.012
H -1.823 2.962 -0.586
O -2.231 3.697 -1.094
H -0.900 0.972 -6.594
H 0.199 -0.032 -7.212
O -0.072 0.915 -7.021
H 2.010 -1.024 5.195
H 2.690 -0.879 3.795
O 2.825 -0.800 4.713
*
```

Values from the calculation:
highest occupied orbital energy (alpha / beta): -13.398 / -13.398 eV
ΔE to the lowest compared entry with this formula, charge and spin: 58.8 kcal/mol
frontier orbital gap (alpha / beta): 0.3413 / 0.1532 hartree

Atomic partial charges in e from the Mulliken method, atoms 1 to 2: -0.681, 0.022

Molecular formula: C5H10O3Ru
Method: DFT, ωB97M-V with the def2-TZVPD basis set

```
! RIJCOSX wB97M-V def2-TZVPD def2/J DEFGRID3
* xyz 2 7
O 0.216 -2.421 1.583
C -0.327 -1.537 2.491
C -1.083 -0.404 1.883
O -1.134 -0.472 0.513
C -1.376 0.691 -0.285
C -0.056 1.178 -0.841
O 0.650 0.034 -1.337
C 1.706 0.349 -2.247
Ru 0.554 -1.544 -0.093
H -1.052 -2.132 3.084
H -1.126 0.602 2.307
H -1.866 1.476 0.303
H -2.037 0.359 -1.094
H 0.557 1.673 -0.073
H -0.240 1.884 -1.662
H 2.365 -0.523 -2.300
H 1.281 0.549 -3.239
H 2.259 1.227 -1.888
H 0.709 -0.988 2.895
*
```

Values from the calculation:
highest occupied orbital energy (alpha / beta): -16.616 / -19.715 eV
ΔE to the lowest compared entry with this formula, charge and spin: 24.2 kcal/mol
frontier orbital gap (alpha / beta): 0.2967 / 0.2769 hartree

Atomic partial charges in e from the Mulliken method, atoms 1 to 2: -0.528, 0.035

Molecular formula: C4BInO8
Method: DFT, ωB97M-V with the def2-TZVPD basis set

```
! RIJCOSX wB97M-V def2-TZVPD def2/J DEFGRID3
* xyz 2 1
In 3.883 8.608 0.808
O 0.589 -3.954 -0.812
C 0.109 -2.842 -0.730
O 0.327 -1.980 0.215
B -0.348 -0.672 -0.053
O -1.226 -0.895 -1.188
C -0.885 -2.054 -1.704
O -1.311 -2.501 -2.799
O 0.727 0.385 -0.224
C 0.362 1.342 0.660
O 0.984 2.422 0.644
C -0.812 0.850 1.573
O -1.218 -0.236 1.032
O -1.182 1.526 2.578
*
```

Values from the calculation:
highest occupied orbital energy: -16.988 eV
ΔE to the lowest compared entry with this formula, charge and spin: 40.0 kcal/mol
frontier orbital gap: 0.1015 hartree

Atomic partial charges in e from the Mulliken method, atoms 1 to 2: 1.000, -0.253

Please write out number 4 again, unchanged.
Molecular formula: C4BInO8
Method: DFT, ωB97M-V with the def2-TZVPD basis set

```
! RIJCOSX wB97M-V def2-TZVPD def2/J DEFGRID3
* xyz 2 1
In 3.883 8.608 0.808
O 0.589 -3.954 -0.812
C 0.109 -2.842 -0.730
O 0.327 -1.980 0.215
B -0.348 -0.672 -0.053
O -1.226 -0.895 -1.188
C -0.885 -2.054 -1.704
O -1.311 -2.501 -2.799
O 0.727 0.385 -0.224
C 0.362 1.342 0.660
O 0.984 2.422 0.644
C -0.812 0.850 1.573
O -1.218 -0.236 1.032
O -1.182 1.526 2.578
*
```

Values from the calculation:
highest occupied orbital energy: -16.988 eV
ΔE to the lowest compared entry with this formula, charge and spin: 40.0 kcal/mol
frontier orbital gap: 0.1015 hartree

Atomic partial charges in e from the Mulliken method, atoms 1 to 2: 1.000, -0.253